This record from the OMol25 dataset describes a gas-phase ion, C4H8N3O4 (charge -1) at a distorted geometry. The level of theory is ωB97M-V/def2-TZVPD.

Results
frontier orbital gap = 8.621 eV
max |F| = 0.0497 Eh/bohr
relative energy (zero: lowest compared OMol25 entry of this formula, charge and spin) = 0.0 kcal/mol
net charge = -1
SMILES = C[C@@H]1N(O)[C@@]1(NO)NC(=O)[O-]
E_tot = -16936.48446 eV

Structure (XYZ):
```
19
Properties=species:S:1:pos:R:3:forces:R:3
C -2.841 -0.025 -0.270 2.504 -0.288 -0.410
C 2.331 0.803 -0.357 -0.194 -0.045 0.054
C 0.843 0.898 -0.143 0.261 0.057 -0.095
C -0.082 -0.265 -0.214 -1.459 0.338 -0.013
N 0.297 0.279 1.068 -0.013 0.027 0.489
N 0.433 -1.601 -0.460 -0.099 -0.447 -0.162
N -1.394 -0.081 -0.772 -0.064 -0.049 -0.386
O -2.948 0.192 0.938 -0.227 0.225 1.239
O 1.322 -2.036 0.568 0.150 -0.216 -0.027
O -3.639 -0.182 -1.169 -0.840 -0.088 -0.652
O -0.623 1.022 1.828 -0.291 0.228 -0.107
H 2.568 1.065 -1.388 0.076 0.019 -0.054
H 2.857 1.484 0.311 0.079 0.075 0.034
H 2.670 -0.212 -0.169 0.088 -0.028 -0.020
H 0.388 1.843 -0.430 -0.181 -0.144 0.098
H -0.372 -2.232 -0.439 0.189 0.261 0.246
H -1.555 0.750 1.536 0.276 -0.118 -0.077
H -1.392 -0.255 -1.767 -0.048 0.111 0.062
H 1.137 -1.445 1.328 -0.206 0.084 -0.222
```
Forces are in eV/Å.

This record from the OMol25 dataset describes 2 unconnected molecules or ions with the total composition C4H8N3OP at a distorted geometry. The level of theory is ωB97M-V/def2-TZVPD.

Results
frontier orbital gap = 9.905 eV
max |F| = 0.0262 Eh/bohr
relative energy (zero: lowest compared OMol25 entry of this formula, charge and spin) = 10.6 kcal/mol
E_tot = -20084.97235 eV

Structure (XYZ):
```
17
Properties=species:S:1:pos:R:3:forces:R:3
C -1.441 0.157 0.734 -0.609 0.356 0.173
C -2.398 1.088 0.442 -0.144 -0.187 0.380
C -0.852 1.086 -1.088 0.205 0.117 -0.344
C 2.373 -0.184 0.629 -0.227 -0.576 -0.203
N -0.477 0.165 -0.226 -0.198 0.330 -0.310
N -2.025 1.689 -0.736 0.829 -0.932 0.509
N 1.584 -2.073 -1.242 0.159 0.532 0.620
O 0.620 -2.271 1.294 -0.198 0.307 0.368
P 1.317 -1.588 0.201 0.214 0.112 -0.989
H -1.381 -0.520 1.561 -0.049 -0.143 0.208
H -3.291 1.359 0.968 -0.149 0.065 0.042
H -0.305 1.338 -1.975 0.052 0.103 -0.212
H 2.164 0.609 -0.078 0.021 0.123 -0.018
H 2.168 0.121 1.648 -0.016 0.090 0.089
H 3.405 -0.506 0.514 0.107 0.018 0.077
H -2.512 2.436 -1.197 0.115 -0.026 -0.157
H 1.050 -2.904 -1.447 -0.112 -0.288 -0.235
```
Forces are in eV/Å.

This record from the OMol25 dataset describes a molecular structure, C4H8N3S at a distorted geometry. The level of theory is ωB97M-V/def2-TZVPD.

Results
frontier orbital gap = 7.621 eV
max |F| = 0.0271 Eh/bohr
relative energy (zero: lowest compared OMol25 entry of this formula, charge and spin) = 122.3 kcal/mol
net charge = +1
E_tot = -19571.95063 eV

Structure (XYZ):
```
16
Properties=species:S:1:pos:R:3:forces:R:3
C -1.240 -1.255 -0.061 -0.561 0.492 0.095
C -2.180 -0.368 0.239 -0.195 -1.045 0.052
C -0.339 -2.103 -0.387 0.032 -0.738 -0.261
C -2.034 1.029 0.094 0.849 1.073 -0.256
N 1.635 0.686 1.180 0.483 0.325 -0.380
N 1.938 0.546 -0.992 0.328 0.338 0.264
N 1.154 0.364 0.021 0.875 -0.684 0.443
S -0.665 1.862 -0.275 -1.193 0.587 -0.131
H -0.316 -2.547 -1.373 -0.094 0.019 -0.180
H -3.141 -0.732 0.587 0.014 -0.069 0.034
H 0.389 -2.481 0.312 0.148 0.061 0.248
H -2.919 1.636 0.254 -0.150 -0.032 0.084
H 1.041 0.513 1.976 -0.120 -0.038 -0.092
H 2.411 1.339 1.289 -0.157 -0.127 -0.029
H 2.709 1.213 -0.974 -0.121 -0.107 0.046
H 1.558 0.296 -1.892 -0.139 -0.056 0.065
```
Forces are in eV/Å.

This record from the OMol25 dataset describes a gas-phase ion, C4H8N3S (charge +1) at a distorted geometry. The level of theory is ωB97M-V/def2-TZVPD.

Results
frontier orbital gap = 8.562 eV
max |F| = 0.0401 Eh/bohr
relative energy (zero: lowest compared OMol25 entry of this formula, charge and spin) = 94.3 kcal/mol
net charge = +1
E_tot = -19573.16661 eV

Structure (XYZ):
```
16
Properties=species:S:1:pos:R:3:forces:R:3
C -2.513 1.738 -1.475 -0.458 -0.116 0.307
C 0.580 -1.048 0.769 0.720 0.118 1.247
C -1.228 1.085 -1.218 -0.220 0.799 -0.647
C 2.039 -1.396 0.398 -0.240 -0.010 0.015
N -0.079 -0.913 -0.499 -0.637 -0.530 -1.891
N -0.668 0.054 -0.855 0.424 -0.277 0.937
N 0.372 0.082 1.611 -0.173 0.175 -0.020
S -0.994 2.574 -2.040 0.189 -0.261 0.080
H -3.161 1.319 -2.239 0.162 -0.055 -0.021
H -3.029 2.179 -0.630 0.106 0.029 0.029
H 0.124 -1.945 1.210 -0.002 0.161 -0.084
H 2.519 -0.552 -0.094 0.032 0.062 -0.015
H 2.065 -2.258 -0.263 0.044 -0.042 -0.067
H 2.581 -1.634 1.309 -0.022 0.042 0.067
H 0.392 -0.138 2.596 -0.056 -0.015 -0.022
H 1.000 0.852 1.420 0.131 -0.081 0.086
```
Forces are in eV/Å.

This record from the OMol25 dataset describes 2 unconnected molecules or ions with the total composition C4H8N3S at a distorted geometry. The level of theory is ωB97M-V/def2-TZVPD.

Results
frontier orbital gap = 8.644 eV
max |F| = 0.0991 Eh/bohr
relative energy (zero: lowest compared OMol25 entry of this formula, charge and spin) = 61.6 kcal/mol
net charge = +1
E_tot = -19574.58451 eV

Structure (XYZ):
```
16
Properties=species:S:1:pos:R:3:forces:R:3
C 0.039 -0.314 -2.568 -0.972 -0.679 -3.363
C -1.120 -0.929 -2.204 -1.336 0.081 -0.460
C 0.046 -0.412 -0.343 0.862 -0.469 0.989
C 0.264 0.043 2.089 1.787 -0.465 -0.260
N 0.768 -0.123 -1.460 1.177 1.504 2.480
N -1.089 -0.922 -0.808 1.283 0.368 -1.594
N 1.328 0.872 2.037 0.669 -4.973 0.896
S -1.312 0.631 2.224 -0.188 2.173 -0.292
H 0.317 -0.016 -3.613 0.000 -0.484 1.436
H -2.014 -1.318 -2.790 1.621 0.764 0.903
H 0.477 -0.979 2.529 -0.469 1.136 -1.134
H -1.786 -1.231 -0.207 -1.445 -0.699 0.926
H 2.176 0.558 2.514 -0.316 -0.005 -0.569
H 1.668 0.382 -1.337 -1.112 -0.699 -0.657
H 1.175 1.788 2.132 -0.731 4.402 0.126
H -0.935 1.969 1.805 -0.830 -1.956 0.575
```
Forces are in eV/Å.

This record from the OMol25 dataset describes a molecular structure, C4H8N4 at a distorted geometry. The level of theory is ωB97M-V/def2-TZVPD.

Results
frontier orbital gap = 8.066 eV
max |F| = 0.0294 Eh/bohr
relative energy (zero: lowest compared OMol25 entry of this formula, charge and spin) = 104.3 kcal/mol
E_tot = -10233.71851 eV

Structure (XYZ):
```
16
Properties=species:S:1:pos:R:3:forces:R:3
C 2.322 -0.878 0.291 0.081 -0.236 -0.098
N -0.497 -0.490 0.258 0.127 -0.227 -0.489
C -0.887 0.538 -0.505 0.651 0.215 -0.104
C 1.378 0.225 0.085 0.031 1.158 0.828
N -1.469 -0.976 1.175 0.112 0.357 0.105
N -2.211 0.834 -0.738 -0.171 -0.150 0.025
C 0.178 1.319 -0.950 -0.833 0.176 -0.077
N 1.406 1.443 -0.110 0.059 -1.480 -0.305
H -1.758 -0.263 1.844 0.102 -0.014 0.014
H -1.063 -1.750 1.685 -0.016 0.017 -0.117
H -2.849 0.050 -0.774 0.125 0.046 -0.045
H -2.412 1.593 -1.368 0.092 -0.086 0.094
H 0.209 1.879 -1.874 -0.069 0.069 0.119
H 3.356 -0.523 0.289 -0.172 0.071 0.034
H 2.093 -1.403 1.218 -0.044 0.020 -0.035
H 2.204 -1.597 -0.524 -0.073 0.065 0.051
```
Forces are in eV/Å.

| no. | molar mass (g/mol) |
| --- | --- |
| 1 | 162.1 |
| 2 | 145.1 |
| 3 | 130.2 |
| 4 | 130.2 |
| 5 | 130.2 |
| 6 | 112.1 |